{
  "formula": "C32H40N5OP2Zr",
  "method": "ωB97M-V/def2-TZVPD",
  "elements": ["Zr", "C", "C", "C", "C", "C", "C", "C", "C", "C", "H", "H", "H", "H", "H", "H", "H", "H", "H", "H", "H", "H", "H", "H", "H", "P", "P", "N", "N", "N", "N", "C", "C", "C", "C", "C", "C", "C", "C", "C", "C", "C", "C", "C", "C", "C", "C", "C", "C", "H", "H", "H", "H", "H", "H", "H", "H", "H", "H", "H", "H", "H", "H", "H", "H", "H", "H", "H", "H", "O", "N", "C", "C", "C", "C", "C", "H", "H", "H", "H", "H"],
  "coordinates": [[2.7001, -1.4739, -3.2560], [-1.4586, -2.5541, -1.4070], [-0.6431, -2.6733, -2.4692], [-0.5741, -1.9038, -3.7392], [-0.1524, -0.3841, -3.7309], [-1.3129, 0.4637, -3.2821], [-2.4260, 0.0269, -2.7803], [-3.2169, -1.3039, -2.7220], [-2.9224, -2.1871, -1.5663], [4.7589, -1.0492, -2.1762], [-1.1018, -2.9054, -0.4346], [0.2492, -3.2968, -2.3543], [-1.4725, -2.0242, -4.3025], [0.1225, -2.4162, -4.4339], [0.6750, -0.1623, -2.9906], [0.1069, -0.0626, -4.7514], [-1.1483, 1.5250, -3.2983], [-3.2562, 0.8261, -2.7064], [-3.1673, -1.8600, -3.6674], [-4.2540, -0.9837, -2.5770], [-3.1529, -1.6855, -0.6284], [-3.5398, -3.0874, -1.6048], [4.7878, -0.6014, -1.1709], [5.1460, -0.3087, -2.8833], [5.3695, -1.9703, -2.1499], [2.9726, -1.1532, -5.7921], [2.7055, -4.2929, -3.9452], [1.9539, -0.3925, -7.0679], [4.5067, -1.0342, -6.6735], [1.0990, -5.1914, -4.5175], [3.5475, -5.9603, -3.9158], [2.5979, -2.8593, -6.3266], [3.4114, -3.9600, -5.6252], [1.5350, 0.9520, -7.0506], [0.7971, 1.2017, -8.1924], [0.7956, -0.0052, -8.9867], [1.5549, -0.9424, -8.2999], [5.6415, -0.3370, -6.2347], [6.5800, -0.3327, -7.2852], [5.9936, -1.0309, -8.3847], [4.7370, -1.4323, -7.9932], [-0.0003, -5.5678, -3.7518], [-1.0462, -5.9805, -4.5750], [-0.5795, -5.9006, -5.9006], [0.7333, -5.4344, -5.8475], [3.4089, -6.9846, -4.8653], [4.1817, -8.0733, -4.5036], [4.8861, -7.6989, -3.2864], [4.4945, -6.3874, -2.9720], [2.8402, -2.9695, -7.3692], [1.5069, -3.0298, -6.2301], [3.4976, -4.8727, -6.2631], [4.4594, -3.6398, -5.4339], [1.8095, 1.5884, -6.2315], [0.2732, 2.1166, -8.4517], [0.3317, -0.1779, -9.9345], [1.7801, -1.9515, -8.5817], [5.6812, 0.0723, -5.2287], [7.5690, 0.0989, -7.2504], [6.4280, -1.2040, -9.3579], [3.9914, -1.9916, -8.5553], [0.0276, -5.5281, -2.6665], [-2.0271, -6.2933, -4.2681], [-1.0904, -6.1537, -6.8196], [1.4525, -5.2697, -6.6543], [2.7727, -6.8583, -5.7041], [4.2320, -9.0187, -5.0113], [5.5962, -8.3245, -2.7499], [4.7924, -5.7378, -2.1693], [2.1319, -1.1223, -1.6093], [0.3216, 0.1985, 0.2018], [0.1005, -0.4646, 1.3362], [-0.8107, -0.0168, 2.3424], [-1.4545, 1.2097, 2.1730], [-1.1072, 1.9642, 1.0534], [-0.2172, 1.3964, 0.0988], [0.6361, -1.3795, 1.4636], [-1.0088, -0.6523, 3.2075], [-2.1790, 1.5859, 2.8768], [-1.5022, 2.9625, 0.8357], [0.1193, 1.9504, -0.7937]],
  "lowdin_spin": [-0.0002, 0.0000, 0.0000, 0.0000, 0.0000, 0.0000, 0.0000, 0.0000, 0.0000, 0.0000, 0.0000, 0.0000, 0.0000, 0.0000, 0.0000, 0.0000, 0.0000, 0.0000, 0.0000, 0.0000, 0.0000, 0.0000, 0.0000, 0.0000, 0.0000, 0.0003, -0.0017, 0.0001, 0.0000, 0.0064, 0.0455, 0.0005, 0.0029, 0.0000, 0.0000, 0.0000, 0.0000, 0.0000, 0.0000, 0.0000, 0.0000, -0.0008, 0.0023, -0.0004, 0.0026, 0.3264, 0.0718, 0.1709, 0.3440, 0.0000, 0.0001, 0.0024, -0.0001, 0.0000, 0.0000, 0.0000, 0.0000, 0.0000, 0.0000, 0.0000, 0.0000, -0.0001, 0.0001, -0.0001, -0.0001, 0.0117, -0.0011, 0.0036, 0.0130, 0.0000, 0.0000, 0.0000, 0.0000, 0.0000, 0.0000, 0.0000, 0.0000, 0.0000, 0.0000, 0.0000, 0.0000],
  "charge": 2,
  "gap_ev": [4.91, 2.71],
  "multiplicity": 2,
  "e_above_lowest_kj_mol": 357.93,
  "homo_ev": [-12.712, -12.712],
  "e_lumo_ev": [-7.801, -10.002]
}



{
  "formula": "C37H63BrFN6O5",
  "method": "ωB97M-V/def2-TZVPD",
  "elements": ["C", "C", "Br", "C", "C", "C", "N", "C", "C", "O", "F", "C", "C", "N", "O", "C", "N", "H", "H", "H", "H", "H", "H", "H", "H", "H", "C", "C", "C", "C", "C", "C", "N", "O", "C", "C", "C", "H", "H", "H", "H", "H", "H", "H", "H", "H", "H", "H", "H", "H", "H", "H", "H", "H", "H", "C", "C", "C", "C", "C", "C", "N", "O", "C", "C", "C", "H", "H", "H", "H", "H", "H", "H", "H", "H", "H", "H", "H", "H", "H", "H", "H", "H", "H", "C", "C", "C", "C", "C", "C", "N", "O", "C", "C", "C", "H", "H", "H", "H", "H", "H", "H", "H", "H", "H", "H", "H", "H", "H", "H", "H", "H", "H"],
  "coordinates": [[-0.7803, -6.7182, -7.1946], [-0.5408, -6.4913, -5.6323], [0.7076, -7.9105, -5.0645], [0.0139, -5.0299, -5.4861], [-0.0946, -4.4120, -4.0461], [-1.5665, -4.5706, -3.5289], [-2.6628, -4.8640, -3.2980], [0.8086, -5.1152, -2.9544], [2.3153, -5.2105, -3.3291], [2.8709, -6.2657, -3.2708], [3.0876, -4.1341, -3.6861], [0.1669, -2.8242, -4.0272], [0.8488, -2.3279, -5.3361], [0.9900, -1.9887, -6.4348], [1.0331, -2.4145, -2.9429], [0.3070, -1.8999, -1.9106], [-0.1766, -1.6624, -0.8832], [0.1497, -6.3352, -7.7007], [-0.8248, -7.8164, -7.4099], [-1.6609, -6.1533, -7.5780], [-1.5280, -6.6691, -5.1487], [1.0911, -5.0448, -5.7850], [-0.5281, -4.4098, -6.2523], [0.6888, -4.6633, -1.9314], [0.4329, -6.1670, -2.8440], [-0.8164, -2.3061, -3.8679], [5.7923, -6.3145, 1.4414], [4.3461, -6.0160, 0.9886], [4.3099, -4.7515, 0.1106], [4.4406, -3.4577, 0.9016], [3.3818, -3.4033, 1.9939], [3.4218, -4.6294, 2.9225], [3.4476, -5.9234, 2.1749], [2.2107, -6.1672, 1.7576], [4.6518, -4.5119, 3.8516], [2.2256, -4.5426, 3.8938], [4.0159, -7.2147, 0.0758], [5.8817, -7.3402, 1.8061], [6.4869, -6.2009, 0.6055], [6.1659, -5.6678, 2.2299], [3.3668, -4.7202, -0.4481], [5.1004, -4.7971, -0.6434], [5.4477, -3.3674, 1.3191], [4.3137, -2.6050, 0.2277], [3.5125, -2.4887, 2.5797], [2.3934, -3.3254, 1.5245], [4.8463, -5.4540, 4.3692], [4.4890, -3.7524, 4.6195], [5.5585, -4.1997, 3.3359], [1.2686, -4.4877, 3.3739], [2.2950, -3.6417, 4.5060], [2.2057, -5.4024, 4.5672], [3.9668, -8.1458, 0.6439], [4.7881, -7.3356, -0.6871], [3.0713, -7.0872, -0.4542], [-1.9994, 0.0795, 1.8620], [-3.4258, 0.4540, 1.4041], [-3.3927, 1.7207, 0.5298], [-3.1990, 3.0035, 1.3252], [-4.2575, 3.1107, 2.4130], [-4.2854, 1.8820, 3.3381], [-4.3239, 0.5903, 2.5871], [-5.5701, 0.4119, 2.1643], [-3.0547, 1.9329, 4.2724], [-5.4793, 2.0286, 4.3048], [-3.8128, -0.7238, 0.4856], [-1.9638, -0.9504, 2.2238], [-1.2951, 0.1586, 1.0306], [-1.5955, 0.7034, 2.6543], [-4.3294, 1.8030, -0.0331], [-2.6020, 1.6368, -0.2213], [-2.1901, 3.0401, 1.7478], [-3.2781, 3.8646, 0.6536], [-4.0816, 4.0163, 3.0016], [-5.2379, 3.2422, 1.9396], [-2.9118, 0.9805, 4.7881], [-3.1809, 2.6979, 5.0417], [-2.1309, 2.1987, 3.7611], [-6.4299, 2.1347, 3.7812], [-5.3656, 2.9232, 4.9198], [-5.5468, 1.1693, 4.9757], [-3.9120, -1.6517, 1.0520], [-3.0414, -0.8803, -0.2721], [-4.7475, -0.5471, -0.0487], [0.0503, 9.0906, -1.8027], [0.2429, 8.9562, -0.2760], [1.2619, 7.8456, 0.0402], [0.6991, 6.4403, -0.1185], [-0.5638, 6.2863, 0.7162], [-1.6273, 7.3515, 0.3913], [-1.0748, 8.7398, 0.3882], [-0.9504, 9.1222, 1.6537], [-2.2679, 7.0155, -0.9748], [-2.8000, 7.1923, 1.3866], [0.8971, 10.2995, 0.1091], [-0.4271, 10.0408, -2.0525], [1.0154, 9.0630, -2.3148], [-0.5511, 8.3087, -2.2570], [1.6199, 7.9592, 1.0695], [2.1448, 7.9562, -0.5956], [0.5072, 6.2240, -1.1737], [1.4449, 5.7105, 0.2102], [-0.9783, 5.2851, 0.5622], [-0.2935, 6.3427, 1.7775], [-2.8614, 7.8530, -1.3486], [-2.9408, 6.1589, -0.8898], [-1.5441, 6.7291, -1.7362], [-2.4820, 7.2773, 2.4264], [-3.2594, 6.2065, 1.2897], [-3.5756, 7.9387, 1.2010], [0.2062, 11.1323, -0.0355], [1.7737, 10.4853, -0.5159], [1.2405, 10.3151, 1.1442]],
  "lowdin_spin": [0.0000, 0.0000, 0.0000, 0.0000, 0.0000, 0.0000, 0.0000, 0.0000, 0.0000, 0.0000, 0.0000, 0.0000, 0.0000, 0.0000, 0.0000, 0.0000, 0.0000, 0.0000, 0.0000, 0.0000, 0.0000, 0.0000, 0.0000, 0.0000, 0.0000, 0.0000, 0.0012, 0.0250, 0.0140, 0.0008, 0.0133, 0.0247, 0.3376, 0.5753, 0.0017, -0.0010, -0.0010, 0.0008, -0.0004, 0.0001, 0.0025, 0.0010, 0.0003, 0.0008, 0.0011, 0.0025, 0.0014, -0.0004, 0.0000, -0.0006, -0.0003, 0.0002, 0.0002, -0.0003, -0.0005, 0.0012, 0.0249, 0.0138, 0.0007, 0.0131, 0.0245, 0.3356, 0.5783, 0.0017, -0.0010, -0.0010, 0.0008, -0.0004, 0.0001, 0.0025, 0.0011, 0.0003, 0.0007, 0.0010, 0.0024, 0.0014, -0.0004, 0.0000, -0.0006, -0.0003, 0.0002, 0.0002, -0.0003, -0.0005, 0.0012, 0.0249, 0.0138, 0.0007, 0.0131, 0.0245, 0.3350, 0.5788, 0.0017, -0.0010, -0.0010, 0.0008, -0.0004, 0.0001, 0.0025, 0.0011, 0.0003, 0.0007, 0.0010, 0.0024, 0.0014, -0.0004, 0.0000, -0.0006, -0.0002, 0.0002, 0.0002, -0.0003, -0.0005],
  "charge": 0,
  "gap_ev": [8.27, 8.96],
  "multiplicity": 4,
  "homo_ev": [-8.691, -9.381],
  "e_lumo_ev": [-0.423, -0.424]
}